{"formula": "C27H74O10", "method": "ωB97M-V/def2-TZVPD", "gap_ev": 10.06, "energy_ha": -1825.47370, "de_lowest_ev": 1.283, "smiles": "CC(C)O.CC(C)O.CC(C)O.CC(C)O.CC(C)O.CC(C)O.CC(C)O.CC(C)O.CC(C)O.O", "homo_ev": -9.66, "elements": ["C", "C", "C", "O", "H", "H", "H", "H", "H", "H", "H", "H", "C", "C", "C", "O", "H", "H", "H", "H", "H", "H", "H", "H", "C", "C", "C", "O", "H", "H", "H", "H", "H", "H", "H", "H", "C", "C", "C", "O", "H", "H", "H", "H", "H", "H", "H", "H", "C", "C", "C", "O", "H", "H", "H", "H", "H", "H", "H", "H", "C", "C", "C", "O", "H", "H", "H", "H", "H", "H", "H", "H", "C", "C", "C", "O", "H", "H", "H", "H", "H", "H", "H", "H", "C", "C", "C", "O", "H", "H", "H", "H", "H", "H", "H", "H", "C", "C", "C", "O", "H", "H", "H", "H", "H", "H", "H", "H", "O", "H", "H"], "coordinates": [[0.528234, -5.070561, 0.989061], [-0.657515, -5.228807, 1.906266], [-1.448405, -3.926673, 2.195814], [-1.473477, -6.311144, 1.381060], [0.216115, -4.805339, -0.024671], [1.035448, -6.011997, 0.877870], [1.203123, -4.267327, 1.256465], [-0.299947, -5.585313, 2.882168], [-2.277590, -4.074940, 2.896216], [-1.844836, -3.594436, 1.230410], [-0.775079, -3.178050, 2.598732], [-1.832403, -6.019605, 0.549871], [0.028654, -0.576326, -4.375238], [-0.117338, -2.111799, -4.585629], [-0.711250, -2.468547, -5.948856], [1.088495, -2.785826, -4.397401], [0.689699, -0.087549, -5.069433], [0.537771, -0.455810, -3.418207], [-0.975373, -0.108162, -4.376190], [-0.739993, -2.451178, -3.762022], [-0.170679, -1.966577, -6.752393], [-1.755143, -2.195244, -5.951819], [-0.597986, -3.530048, -6.054030], [1.834325, -2.246093, -4.669336], [4.134464, -0.573360, -0.146887], [4.727888, -1.119518, -1.471417], [3.670487, -1.879079, -2.245967], [5.092258, 0.023259, -2.306467], [3.712176, -1.352687, 0.469137], [3.359898, 0.164192, -0.357253], [4.875601, -0.002335, 0.413578], [5.641094, -1.693741, -1.240364], [3.265645, -2.727338, -1.683415], [3.979738, -2.195263, -3.259551], [2.925697, -1.108258, -2.471376], [5.852980, 0.444805, -1.920334], [-0.350947, -0.263152, 4.615722], [-1.256636, 0.938765, 4.573414], [-2.699135, 0.626981, 4.267646], [-1.354627, 1.662033, 5.833332], [-0.385945, -0.804296, 3.658433], [-0.717993, -0.974289, 5.333544], [0.696247, 0.016005, 4.719971], [-0.890231, 1.609362, 3.776120], [-3.077140, -0.010808, 5.066385], [-2.844754, 0.218139, 3.273115], [-3.325375, 1.507213, 4.365497], [-0.524441, 1.606756, 6.280333], [4.037949, 3.028872, 3.487407], [2.826442, 2.223429, 3.037354], [2.960121, 0.766364, 3.353761], [1.624668, 2.764325, 3.636574], [4.460631, 2.527707, 4.354867], [3.765229, 4.062193, 3.718465], [4.801085, 3.119618, 2.700142], [2.606121, 2.284706, 1.953901], [2.996554, 0.625102, 4.437263], [3.955981, 0.456699, 3.037343], [2.216247, 0.084995, 2.965452], [1.552858, 2.466949, 4.563487], [-0.395262, 6.833221, 2.202184], [-0.200785, 5.552975, 1.423027], [1.247719, 5.331646, 1.025260], [-0.681471, 4.422461, 2.191471], [0.489257, 6.967365, 2.867902], [-1.341122, 6.813494, 2.727779], [-0.421530, 7.677834, 1.510529], [-0.799429, 5.515400, 0.510818], [1.665239, 6.229530, 0.542283], [1.292650, 4.490350, 0.327366], [1.835245, 5.086423, 1.897261], [0.033305, 3.959113, 2.640094], [-4.124146, -2.584967, -1.004294], [-3.197790, -2.813901, -2.190289], [-3.812433, -3.601952, -3.286941], [-2.744729, -1.611274, -2.831965], [-5.084110, -2.307190, -1.426164], [-3.746525, -1.879741, -0.240910], [-4.269050, -3.527971, -0.509154], [-2.346539, -3.385212, -1.838048], [-4.701006, -3.111235, -3.682421], [-4.042934, -4.619470, -2.971374], [-3.101246, -3.756966, -4.110730], [-2.310455, -1.022086, -2.171813], [-1.596438, 2.605371, -2.879676], [-2.009141, 3.533556, -1.752958], [-3.309052, 4.319019, -2.036345], [-2.074298, 2.724358, -0.633061], [-1.344723, 3.099937, -3.802459], [-2.367380, 1.886639, -3.108466], [-0.672562, 2.104338, -2.526683], [-1.271989, 4.338739, -1.663714], [-3.244142, 4.744779, -3.043000], [-3.428830, 5.123737, -1.309574], [-4.141395, 3.642407, -2.135346], [-2.204784, 3.251438, 0.166257], [0.311696, 0.786698, 0.829830], [-0.085292, 0.051375, -0.482180], [0.236280, -1.429058, -0.446637], [-1.482516, 0.089079, -0.785532], [0.149393, 1.867132, 0.768942], [1.389549, 0.670823, 1.059771], [-0.265671, 0.387000, 1.648729], [0.613694, 0.484116, -1.208815], [-0.044547, -1.882700, -1.410606], [-0.406208, -1.983909, 0.246490], [1.299770, -1.693250, -0.337460], [-1.803710, 1.009168, -0.875712], [1.372106, -4.626400, -2.354133], [2.163174, -5.127073, -2.528682], [1.178498, -4.102202, -3.168726]], "forces_ev_per_angstrom": [[-0.409, 0.661, -0.792], [-0.337, -0.322, 0.718], [0.077, -0.989, -0.859], [0.325, 0.581, 1.177], [-0.243, 0.012, -0.058], [0.415, -0.346, 0.203], [0.302, 0.041, 0.445], [-0.127, -0.226, -0.228], [0.200, -0.140, -0.175], [-0.118, 0.342, 0.174], [0.105, 0.200, -0.002], [-0.205, 0.214, -0.612], [-0.387, -1.058, 0.601], [-0.843, 1.640, -0.395], [0.354, 0.374, 0.879], [1.345, -0.504, 0.085], [0.114, 0.073, -0.839], [-0.390, 0.229, 0.331], [0.670, -0.159, 0.091], [-0.399, -0.128, -0.220], [-0.054, 0.034, -0.026], [-0.367, 0.087, -0.243], [-0.151, -0.613, -0.310], [0.070, 0.049, -0.083], [0.364, 0.344, -0.665], [0.098, 1.032, 0.310], [0.163, 0.390, -0.613], [-0.519, -0.986, 0.089], [-0.022, -0.304, 0.271], [-0.247, -0.164, -0.276], [0.255, -0.271, 0.132], [-0.346, -0.058, -0.225], [-0.112, 0.293, -0.220], [0.366, -0.139, 0.634], [-0.460, -0.348, 0.327], [0.425, 0.244, 0.241], [-0.189, -0.194, -0.791], [-0.545, 1.144, -0.282], [-0.307, -0.172, 0.374], [-0.157, -0.402, -0.927], [-0.141, 0.288, 0.035], [0.222, -0.283, 0.716], [-0.011, -0.080, 0.517], [0.061, 0.081, 0.389], [-0.039, -0.529, -0.247], [-0.010, -0.305, -0.033], [0.187, 0.426, -0.210], [0.855, -0.020, 0.488], [0.130, 0.169, -0.653], [-1.231, 0.340, -0.515], [1.084, -0.416, 0.783], [-0.099, -0.160, 0.329], [0.241, 0.259, 0.189], [-0.140, -0.240, 0.164], [-0.113, -0.373, 0.229], [0.377, 0.435, 0.426], [-0.127, 0.057, 0.190], [0.000, -0.279, -0.293], [-0.228, 0.164, -0.312], [0.149, 0.188, -0.608], [0.740, 0.200, -0.234], [0.118, -1.029, 0.405], [-0.278, 0.144, -0.656], [-0.304, 0.262, -0.450], [-0.870, 0.009, -0.105], [-0.005, -0.010, 0.341], [0.098, 0.084, 0.033], [-0.201, 0.338, 0.012], [-0.090, -0.328, 0.136], [0.184, 0.081, 0.021], [0.287, 0.008, 0.362], [0.334, 0.048, 0.087], [0.150, 0.242, -0.381], [0.731, 0.778, 0.161], [-0.154, -1.004, -0.837], [0.081, 0.427, 0.838], [-0.300, 0.498, 0.336], [-0.161, -0.102, -0.633], [-0.104, -0.573, 0.315], [0.638, -0.070, 0.204], [-0.083, -0.039, -0.002], [-0.356, 0.026, 0.218], [-0.095, 0.365, 0.158], [-0.281, -0.432, -0.235], [0.910, 0.002, 0.497], [-0.563, 1.448, -1.848], [0.765, -0.484, -0.638], [-0.208, -0.101, 1.320], [0.016, 0.494, -0.267], [-0.259, -0.438, 0.106], [-0.531, -0.074, -0.391], [0.526, -0.289, 0.306], [0.266, 0.313, 0.189], [-0.386, -0.185, -0.006], [-0.565, -0.209, 0.586], [0.068, -0.142, 0.080], [0.020, -0.116, -0.540], [0.821, -0.240, 1.033], [-0.138, -0.923, -0.662], [0.504, 0.407, -0.206], [-0.249, -0.113, -0.073], [-0.560, -0.268, -0.334], [-0.194, -0.067, 0.441], [-0.685, 0.237, -0.744], [0.111, 0.278, -0.016], [0.346, 0.301, 0.368], [-0.371, 0.324, 0.351], [0.313, -0.223, 0.375], [-0.665, 0.489, -0.228], [0.317, -0.221, -0.225], [0.433, -0.304, 0.606]], "lowdin_charge": [-0.068, -0.463, -0.046, -0.053, 0.060, 0.077, 0.074, 0.133, 0.081, 0.060, 0.059, 0.067, -0.029, -0.478, -0.036, -0.071, 0.072, 0.056, 0.086, 0.108, 0.081, 0.075, 0.071, 0.096, -0.066, -0.448, -0.066, -0.063, 0.071, 0.069, 0.069, 0.136, 0.077, 0.087, 0.073, 0.071, -0.048, -0.487, -0.055, -0.044, 0.070, 0.083, 0.052, 0.116, 0.085, 0.079, 0.080, 0.059, -0.044, -0.479, -0.075, -0.080, 0.077, 0.079, 0.085, 0.128, 0.086, 0.084, 0.061, 0.098, -0.054, -0.485, -0.052, -0.068, 0.095, 0.076, 0.078, 0.116, 0.091, 0.079, 0.065, 0.042, -0.043, -0.514, -0.065, -0.082, 0.077, 0.083, 0.067, 0.120, 0.088, 0.085, 0.077, 0.059, -0.045, -0.503, -0.038, -0.048, 0.082, 0.085, 0.084, 0.128, 0.081, 0.077, 0.076, 0.112, -0.020, -0.456, -0.039, -0.069, 0.068, 0.053, 0.063, 0.117, 0.072, 0.068, 0.071, 0.050, -0.076, 0.024, 0.011]}